*P*
C6H12N2O | ωB97M-V/def2-TZVPD

As for the multiplicity: 1. For the HOMO energy (alpha / beta), the calculation gives -7.27 / -7.27 eV. The orbital gap (alpha / beta) is 0.290 / 0.290 Ha.

Last column: Mulliken charge in e.
Element x y z (Å)
C 0.581 -0.415 0.900  -0.72
C -1.119 0.874 -0.165  -2.09
C -1.617 -1.430 1.059  -1.37
C -0.533 -1.244 -1.203  -1.90
C 3.607 1.180 0.145  -0.79
C -0.710 -0.579 0.128  2.23
N 1.699 -0.161 0.447  0.15
N 2.918 -0.118 0.050  0.46
O 3.518 -1.144 -0.315  -0.71
H -2.064 0.997 -0.643  0.50
H -1.267 1.515 0.623  0.53
H -0.511 1.379 -0.862  0.47
H -2.345 -0.676 1.623  0.27
H -2.200 -2.151 0.488  0.37
H -1.041 -1.969 1.828  0.35
H 0.096 -0.600 -1.740  0.51
H -0.208 -2.199 -1.086  0.51
H -1.544 -1.157 -1.820  0.33
H 3.973 1.494 -0.856  0.26
H 2.954 1.816 0.645  0.36
H 4.668 1.000 0.528  0.29



*Q*
C6H12N2O | ωB97M-V/def2-TZVPD

As for the multiplicity: 1. For the HOMO energy, the calculation gives -5.96 eV. The orbital gap is 0.218 Ha.

Last column: Mulliken charge in e.
Element x y z (Å)
C 2.244 -1.088 -0.164  -1.19
C 0.816 -1.535 -0.176  0.54
N -0.067 -0.728 -1.055  -0.26
O 0.307 -2.403 0.480  -0.48
H 0.447 -0.049 -1.620  0.47
H -0.645 -1.295 -1.701  0.42
H 2.802 -1.699 0.541  0.33
H 2.304 -0.035 0.131  0.37
H 2.694 -1.180 -1.157  0.40
C -0.370 0.616 2.109  -1.28
C -0.440 1.046 0.671  0.56
C -1.181 0.094 -0.330  -0.30
C -1.963 0.673 -1.434  -1.05
N 0.047 2.156 0.299  -0.70
H -0.191 2.299 -0.695  0.39
H -1.669 -0.690 0.264  0.30
H 0.266 1.291 2.680  0.37
H -1.377 0.636 2.537  0.34
H -0.017 -0.413 2.213  0.30
H -1.481 0.737 -2.408  0.14
H -2.525 1.566 -1.184  0.34



Least stable of them? *P*.



*P*
CH5BS | ωB97M-V/def2-TZVPD

As for the multiplicity: 1. For the HOMO energy, the calculation gives -8.54 eV. The orbital gap is 0.314 Ha.

Last column: Mulliken charge in e.
Element x y z (Å)
B -0.145 -0.211 -0.279  0.09
C 0.553 0.753 0.811  -0.96
S -0.828 -1.876 -0.192  -0.23
H -0.297 0.320 -2.459  -0.12
H 0.149 0.530 1.775  0.33
H 0.413 1.801 0.710  0.32
H 1.568 0.696 1.061  0.38
H -1.413 -2.014 -1.428  0.19



*Q*
CH5BS | ωB97M-V/def2-TZVPD

As for the multiplicity: 1. For the HOMO energy, the calculation gives -8.60 eV. The orbital gap is 0.336 Ha.

Last column: Mulliken charge in e.
Element x y z (Å)
B 0.748 -0.881 0.220  0.20
C -0.081 0.977 0.208  -0.63
S -1.245 -0.370 -0.058  -0.12
H 1.169 -1.153 -0.835  -0.08
H 0.864 -1.452 1.216  -0.07
H 0.044 1.684 -0.584  0.30
H -0.157 1.370 1.214  0.23
H -1.342 -0.175 -1.381  0.17



Least stable of them? *P*.



*P*
C2H3NS | ωB97M-V/def2-TZVPD

As for the multiplicity: 1. For the HOMO energy, the calculation gives -9.14 eV. The orbital gap is 0.324 Ha. As for the structure (SMILES): C#CSN.

Last column: Mulliken charge in e.
Element x y z (Å)
C -2.322 0.417 -0.904  0.19
C -1.598 -0.323 -0.273  -0.53
S -0.527 -1.297 0.611  -0.02
N 1.135 -0.465 -0.256  -0.60
H -2.876 0.902 -1.661  0.39
H 0.861 0.503 -0.403  0.28
H 1.045 -0.947 -1.103  0.28



*Q*
C2H3NS | ωB97M-V/def2-TZVPD

As for the multiplicity: 1. For the HOMO energy (alpha / beta), the calculation gives -8.50 / -8.50 eV. The orbital gap (alpha / beta) is 0.274 / 0.274 Ha. As for the structure (SMILES): C#C.N=S.

Last column: Mulliken charge in e.
Element x y z (Å)
C -1.645 -0.403 0.346  -0.43
C -1.072 -0.983 -0.511  -0.37
H -2.215 -0.059 1.161  0.40
H -0.482 -1.305 -1.319  0.41
N 2.741 0.611 -0.270  -0.29
S 3.842 -0.405 0.113  0.04
H 2.414 1.454 0.176  0.25



*R*
C2H3NS | ωB97M-V/def2-TZVPD

As for the multiplicity: 1. For the HOMO energy (alpha / beta), the calculation gives -9.06 / -9.06 eV. The orbital gap (alpha / beta) is 0.302 / 0.302 Ha. As for the structure (SMILES): C#CSN.

Last column: Mulliken charge in e.
Element x y z (Å)
C -2.108 0.018 -0.236  -0.23
C -0.759 -1.175 0.109  -0.14
S 0.775 -1.093 0.309  0.12
N 1.355 0.333 -0.359  -0.45
H -2.060 0.273 0.837  0.18
H 2.274 0.741 -0.010  0.26
H 0.523 0.902 -0.651  0.26



*S*
C2H3NS | ωB97M-V/def2-TZVPD

As for the multiplicity: 1. For the HOMO energy, the calculation gives -8.80 eV. The orbital gap is 0.273 Ha. As for the structure (SMILES): C#C.N=S.

Last column: Mulliken charge in e.
Element x y z (Å)
C -1.638 0.214 -0.170  -0.40
C -1.657 -0.986 0.004  -0.31
H -1.342 1.241 -0.111  0.34
H -1.666 -2.070 -0.017  0.37
N 1.850 0.628 0.585  -0.30
S 3.120 -0.007 -0.082  0.03
H 1.333 0.980 -0.209  0.27



Least stable of them? *R*.